No. 1
The following is a quantum chemistry calculation of a cluster of 2 separate species, C6H9N in total, from the OMol25 dataset.

Positions of all 16 atoms, in Å:
C  -1.627  -1.164  1.671
C  -0.484  -0.343  1.234
C  0.313  0.615  1.309
C  1.355  1.364  0.845
C  0.861  -0.466  -0.829
C  -0.114  0.207  -1.675
N  0.863  -0.786  -2.154
H  -2.384  -1.236  0.880
H  -2.118  -0.747  2.559
H  -1.314  -2.186  1.912
H  2.342  1.276  1.292
H  1.165  2.284  0.297
H  1.445  -0.791  -0.001
H  0.054  1.216  -2.046
H  -1.163  -0.080  -1.590
H  0.591  -1.698  -2.505

For the HOMO energy (spin up / spin down), the calculation gives -0.2641 / -0.2641 Eh. Its HOMO-LUMO gap (spin up / spin down) is 7.79 / 7.79 eV. For the energy relative to the best compared isomer or geometry (same formula, charge and spin), the calculation gives 674.5 kJ/mol. For the molar mass, the calculation gives 95.1 g/mol.



No. 2
The following is a quantum chemistry calculation of a structure of composition C45H55F2N2O5P2SeSi2Ta, from the OMol25 dataset.

Positions of all 115 atoms, in Å:
Ta  0.600  0.315  0.566
C  -0.695  3.604  -1.765
Si  -1.827  2.178  -1.189
C  -2.849  2.393  0.411
C  -3.178  2.001  -2.546
N  -0.708  0.832  -0.950
P  -0.577  -0.579  -1.793
C  0.679  -1.397  -0.940
P  0.258  -2.647  0.179
N  -0.199  -2.013  1.583
Si  -1.101  -2.746  2.853
C  -1.450  -1.630  4.353
C  -2.839  -3.297  2.236
C  -0.156  -4.262  3.596
C  -0.782  -4.012  -0.456
C  -1.235  -4.015  -1.765
C  -2.038  -5.042  -2.228
C  -2.375  -6.092  -1.391
C  -1.862  -6.135  -0.104
C  -1.063  -5.106  0.356
C  1.861  -3.564  0.332
C  2.082  -4.846  -0.160
C  3.319  -5.457  -0.055
C  4.370  -4.785  0.542
C  4.188  -3.494  1.009
C  2.943  -2.887  0.899
C  0.138  -0.194  -3.434
C  1.417  -0.680  -3.682
C  2.083  -0.355  -4.847
C  1.480  0.481  -5.771
C  0.207  0.975  -5.528
C  -0.471  0.632  -4.371
C  -2.291  -1.141  -2.032
C  -2.776  -1.636  -3.236
C  -4.092  -2.053  -3.317
C  -4.918  -1.971  -2.209
C  -4.432  -1.485  -1.005
C  -3.116  -1.078  -0.914
H  -1.102  4.582  -1.537
H  -0.535  3.554  -2.839
H  0.280  3.538  -1.293
H  -3.367  3.347  0.395
H  -2.258  2.351  1.320
H  -3.617  1.623  0.479
H  -4.116  2.395  -2.166
H  -3.368  0.985  -2.873
H  -2.921  2.593  -3.418
H  -1.856  -0.671  4.066
H  -0.570  -1.459  4.959
H  -2.188  -2.111  4.986
H  -3.124  -2.763  1.332
H  -3.591  -3.092  2.994
H  -2.893  -4.357  2.005
H  0.074  -4.109  4.648
H  0.777  -4.455  3.070
H  -0.759  -5.164  3.546
H  -0.926  -3.218  -2.427
H  -2.406  -5.028  -3.244
H  -3.023  -6.882  -1.740
H  -2.093  -6.971  0.542
H  -0.627  -5.146  1.339
H  1.273  -5.375  -0.638
H  3.458  -6.453  -0.449
H  5.333  -5.261  0.636
H  5.009  -2.953  1.463
H  3.594  -1.278  1.686
H  1.871  -1.322  -2.937
H  3.072  -0.748  -5.034
H  2.001  0.739  -6.682
H  -0.254  1.635  -6.247
H  -1.469  1.002  -4.195
H  -2.126  -1.684  -4.099
H  -4.477  -2.441  -4.248
H  -5.946  -2.289  -2.280
H  -5.082  -1.422  -0.145
H  -2.710  -0.690  0.012
O  1.916  -1.866  4.091
C  3.094  -1.320  3.898
O  2.745  -1.605  1.345
C  2.931  0.153  3.615
O  1.680  0.517  3.037
C  0.725  1.019  3.946
C  -0.614  1.202  3.197
O  -1.511  1.824  3.717
O  -0.658  0.642  2.039
H  1.984  -2.819  4.259
H  3.708  0.495  2.925
H  3.102  0.681  4.565
H  1.044  2.003  4.323
H  0.561  0.337  4.789
F  3.510  0.979  0.542
C  2.579  0.481  -0.363
F  2.337  1.518  -1.258
H  3.133  -0.262  -0.954
C  1.642  8.814  -0.372
C  1.511  7.368  -0.001
C  0.423  6.902  0.714
C  0.305  5.572  1.088
C  -0.918  5.172  1.851
C  1.316  4.670  0.726
Se  1.171  2.800  1.426
C  2.431  5.122  0.011
C  3.553  4.217  -0.384
C  2.503  6.462  -0.341
H  0.725  9.354  -0.148
H  1.865  8.923  -1.432
H  2.459  9.269  0.187
H  -0.364  7.588  0.992
H  -1.369  6.044  2.316
H  -0.683  4.439  2.619
H  -1.637  4.726  1.167
H  3.633  3.408  0.335
H  4.499  4.752  -0.420
H  3.366  3.796  -1.370
H  3.366  6.816  -0.885

For the HOMO energy, the calculation gives -0.2719 Eh. Its HOMO-LUMO gap is 7.05 eV. For the molar mass, the calculation gives 1120.0 g/mol.



No. 3
The following is a quantum chemistry calculation of a structure of composition C31H24F3N2O5PSSn, from the OMol25 dataset.

Positions of all 68 atoms, in Å:
Sn  0.929  0.197  -0.436
O  2.296  1.432  0.858
C  2.838  0.351  1.262
O  2.821  -0.666  0.518
C  3.087  0.168  2.710
C  4.286  0.215  3.393
C  4.293  -0.053  4.755
C  3.119  -0.401  5.408
C  1.916  -0.446  4.720
C  1.883  -0.139  3.364
P  0.291  -0.065  2.443
C  -0.570  -1.577  2.993
C  -0.381  -2.727  2.223
C  -0.917  -3.939  2.634
C  -1.653  -4.003  3.808
C  -1.864  -2.859  4.565
C  -1.324  -1.646  4.163
C  -0.584  1.291  3.304
C  -1.973  1.386  3.180
C  -2.663  2.419  3.791
C  -1.972  3.378  4.521
C  -0.593  3.298  4.635
C  0.104  2.262  4.027
H  5.204  0.457  2.875
H  5.223  -0.008  5.304
H  3.136  -0.634  6.464
H  1.007  -0.720  5.239
H  0.218  -2.676  1.318
H  -0.748  -4.836  2.053
H  -2.055  -4.950  4.144
H  -2.436  -2.907  5.482
H  -1.489  -0.757  4.757
H  -2.517  0.627  2.634
H  -3.741  2.476  3.702
H  -2.509  4.180  5.009
H  -0.051  4.041  5.204
H  1.181  2.210  4.116
F  1.394  7.283  -1.055
C  0.244  6.866  -0.518
F  0.168  7.326  0.735
F  -0.763  7.405  -1.222
C  0.150  5.357  -0.561
C  -0.103  4.622  0.584
C  -0.191  3.248  0.467
N  -0.037  2.601  -0.694
C  0.212  3.325  -1.791
C  0.306  4.704  -1.775
H  -0.220  5.098  1.547
H  -0.390  2.640  1.337
H  0.328  2.777  -2.719
H  0.495  5.256  -2.685
N  -2.722  -0.412  0.306
C  -4.040  -0.239  0.382
C  -4.609  1.037  0.104
C  -5.954  1.211  0.135
C  -6.788  0.091  0.404
C  -6.232  -1.162  0.787
C  -4.885  -1.323  0.752
S  -8.198  -0.095  -0.866
O  -8.292  0.964  -1.789
O  -8.580  -1.424  -1.128
O  -8.248  0.325  0.622
H  -2.311  -1.300  0.557
H  -2.123  0.375  0.121
H  -3.957  1.869  -0.130
H  -6.404  2.175  -0.062
H  -6.888  -1.973  1.075
H  -4.443  -2.275  1.015

For the HOMO energy, the calculation gives -0.5189 Eh. Its HOMO-LUMO gap is 6.40 eV. For the energy relative to the best compared isomer or geometry (same formula, charge and spin), the calculation gives 17.0 kJ/mol. For the molar mass, the calculation gives 743.3 g/mol. The total charge is +2.



No. 4
The following is a quantum chemistry calculation of a structure of composition C34H33BrCdN10O6STe4, from the OMol25 dataset.

Positions of all 90 atoms, in Å:
Cd  0.531  0.023  0.418
Te  -0.295  -0.849  -4.328
Te  -1.546  -2.069  -6.402
Te  0.351  1.688  -3.479
Te  0.764  -0.236  -1.928
N  7.661  3.579  1.533
C  6.539  2.901  1.058
C  5.258  3.269  1.468
C  4.153  2.642  0.918
C  4.304  1.669  -0.054
C  5.574  1.280  -0.450
C  6.684  1.892  0.105
S  2.855  0.798  -0.641
O  3.304  0.337  -1.958
O  1.820  1.854  -0.650
N  2.645  -0.342  0.436
C  3.173  -1.548  -0.055
N  2.332  -2.345  -0.714
C  2.819  -3.496  -1.179
C  4.123  -3.871  -0.932
C  4.917  -2.971  -0.238
N  4.462  -1.791  0.174
H  7.535  4.086  2.392
H  8.533  3.082  1.468
H  5.122  4.038  2.219
H  3.155  2.911  1.235
H  5.683  0.500  -1.189
H  7.681  1.590  -0.193
H  2.125  -4.074  -1.779
H  4.510  -4.824  -1.265
H  5.957  -3.168  0.000
C  0.429  -1.426  3.311
O  0.516  -0.066  2.908
C  0.246  0.905  3.807
C  -0.029  0.692  5.149
C  -0.217  1.813  5.950
Br  -0.537  1.523  7.808
C  -0.204  3.095  5.463
C  -0.005  3.309  4.089
C  0.271  2.193  3.287
O  0.616  2.294  1.965
C  -0.088  4.643  3.529
N  0.234  5.755  4.142
C  0.070  6.758  3.219
C  0.339  8.122  3.306
C  0.109  8.901  2.186
C  -0.393  8.363  1.000
C  -0.654  7.007  0.885
C  -0.403  6.228  2.002
N  -0.466  4.868  2.207
H  1.176  -1.652  4.077
H  0.628  -2.044  2.439
H  -0.573  -1.677  3.657
H  -0.089  -0.303  5.558
H  -0.376  3.951  6.098
H  0.793  3.221  1.759
H  0.739  8.545  4.217
H  0.332  9.960  2.228
H  -0.565  9.008  0.148
H  -1.029  6.577  -0.034
H  -0.977  4.216  1.629
N  -2.279  -3.917  -2.662
C  -1.852  -3.511  -1.439
O  -1.331  -2.373  -1.333
C  -2.079  -4.357  -0.308
C  -2.592  -5.656  -0.435
N  -3.001  -6.736  -0.535
C  -1.780  -3.897  0.978
N  -1.531  -3.513  2.043
H  -2.019  -3.377  -3.482
H  -2.550  -4.876  -2.801
O  -2.310  0.921  -0.238
C  -3.206  0.642  -1.042
C  -4.574  1.298  -1.001
C  -5.680  0.277  -0.644
C  -5.466  -1.142  -1.186
C  -5.246  -1.189  -2.696
C  -3.940  -0.484  -3.129
N  -3.037  -0.246  -2.018
H  -4.772  1.720  -1.989
H  -4.566  2.109  -0.273
H  -6.628  0.660  -1.036
H  -5.777  0.219  0.443
H  -6.354  -1.733  -0.939
H  -4.621  -1.609  -0.677
H  -6.090  -0.707  -3.197
H  -5.215  -2.230  -3.018
H  -4.159  0.467  -3.621
H  -3.398  -1.085  -3.865
H  -2.314  -0.960  -1.870

For the HOMO energy, the calculation gives -0.0112 Eh. Its HOMO-LUMO gap is 3.29 eV. For the molar mass, the calculation gives 1412.5 g/mol. The total charge is -2.



No. 5
The following is a quantum chemistry calculation of a structure of composition C31H25MnN8O6S, from the OMol25 dataset.

Positions of all 72 atoms, in Å:
Mn  0.612  0.992  -0.900
O  1.623  6.933  -0.226
C  0.753  6.724  0.723
O  0.130  7.569  1.306
C  0.485  5.256  0.947
C  -0.428  4.737  1.836
N  -0.563  3.401  1.620
N  0.281  3.023  0.653
C  0.943  4.073  0.249
C  1.959  3.812  -0.799
O  2.710  4.743  -1.075
O  1.886  2.667  -1.289
H  1.999  6.069  -0.618
H  -1.056  5.241  2.539
H  -1.269  2.741  2.004
C  -0.851  -6.050  -4.278
C  -0.151  -4.651  -4.220
C  1.129  -4.467  -4.638
C  1.774  -3.211  -4.540
C  1.100  -2.204  -3.853
C  -0.152  -2.407  -3.314
C  -0.773  -3.648  -3.485
S  1.888  -0.585  -3.538
O  3.296  -0.828  -4.045
O  -1.374  1.378  -2.081
N  1.760  -0.469  -1.919
C  2.500  -1.295  -1.153
C  3.394  -2.274  -1.586
C  4.107  -3.057  -0.684
C  3.973  -2.993  0.671
C  3.047  -2.026  1.143
C  2.744  -1.874  2.496
C  1.982  -0.807  2.964
C  1.488  0.054  2.005
N  1.650  -0.121  0.716
C  2.398  -1.152  0.249
H  -0.290  -6.744  -4.871
H  -1.876  -5.954  -4.696
H  -0.943  -6.409  -3.245
H  1.619  -5.203  -5.259
H  2.799  -2.928  -4.941
H  -0.690  -1.748  -2.572
H  -1.765  -3.782  -3.016
H  3.658  -2.346  -2.675
H  4.830  -3.710  -1.102
H  4.495  -3.620  1.359
H  3.230  -2.522  3.259
H  1.791  -0.633  4.034
H  0.830  0.909  2.234
N  -5.319  2.477  -1.246
C  -4.031  2.175  -1.619
N  -3.583  2.845  -2.740
N  -3.339  1.424  -0.803
C  -2.052  1.097  -1.027
N  -1.333  0.448  -0.094
H  -5.879  2.789  -2.027
H  -5.835  1.799  -0.678
H  -4.105  3.730  -2.894
H  -2.548  2.784  -2.921
C  -1.711  0.386  1.176
C  -1.664  0.228  2.397
C  -1.752  -0.057  3.843
C  -1.396  0.954  4.736
C  -1.548  0.854  6.114
C  -2.039  -0.399  6.630
C  -2.450  -1.388  5.732
C  -2.270  -1.222  4.375
H  -0.940  1.837  4.326
H  -1.189  1.549  6.900
H  -2.346  -0.511  7.647
H  -2.842  -2.312  6.122
H  -2.509  -2.090  3.663

For the HOMO energy (spin up / spin down), the calculation gives -0.1789 / -0.1843 Eh. Its HOMO-LUMO gap (spin up / spin down) is 7.16 / 7.31 eV. Its spin multiplicity is 6. For the molar mass, the calculation gives 692.6 g/mol. The total charge is -1.



No. 6
The following is a quantum chemistry calculation of a cluster of 6 separate species, H12O6 in total, from the OMol25 dataset.

Positions of all 18 atoms, in Å:
O  1.457  -1.748  -0.300
H  0.846  -1.741  -1.080
H  2.101  -1.021  -0.338
O  0.897  1.283  2.199
H  0.608  1.538  3.070
H  0.607  0.336  2.073
O  0.153  -1.391  2.079
H  -0.768  -1.599  1.877
H  0.611  -1.640  1.230
O  -0.372  2.482  0.094
H  0.011  2.054  0.896
H  0.298  3.080  -0.238
O  -1.582  0.604  -1.481
H  -1.996  1.175  -2.140
H  -1.090  1.268  -0.934
O  -0.210  -1.566  -2.463
H  -0.742  -0.794  -2.132
H  -0.828  -2.322  -2.412

For the HOMO energy, the calculation gives -0.4166 Eh. Its HOMO-LUMO gap is 11.93 eV. For the energy relative to the best compared isomer or geometry (same formula, charge and spin), the calculation gives 16.9 kJ/mol. For the molar mass, the calculation gives 108.1 g/mol.